Density functional theory data (the ωB97M-V functional and the def2-TZVPD basis) for a 11-piece molecular cluster, C32H56Cl8O21 overall in a non-equilibrium geometry.

Each line ends with the Löwdin spin population.
Cartesian coordinates (Å):
H (5.9228, 0.0536, -10.1607)  0.002
H (7.9795, -3.3046, -13.3740)  0.007
O (4.1762, 2.3070, -9.4985)  0.000
H (7.0713, 1.3645, -10.1872)  0.004
C (1.7520, -0.9716, -11.7136)  0.001
C (-4.6637, -2.5706, -9.3114)  0.001
H (0.8548, 2.7112, -16.5460)  0.001
H (-2.6113, -2.9501, -10.2999)  0.000
Cl (-2.3817, -1.1426, -8.9093)  0.000
H (3.1762, -6.0896, -10.2290)  0.000
H (2.1414, -4.9956, -16.2823)  0.004
C (5.0325, 1.9088, -10.5295)  0.003
H (-3.3689, -1.5316, -10.9518)  0.000
C (4.1115, -3.2201, -7.3486)  0.001
H (7.3082, -4.5777, -12.3530)  0.003
H (3.3159, 3.9982, -12.7821)  0.000
H (-1.4736, 4.1341, -15.4119)  0.000
C (4.3052, -4.1142, -14.7981)  0.015
H (4.7337, -2.0571, -18.8113)  0.032
O (0.6972, -1.3100, -12.3009)  0.002
C (-2.8496, 1.1931, -14.5991)  0.001
O (-2.8643, 0.3862, -13.6356)  0.001
H (4.1130, -1.1217, -20.8110)  0.033
H (7.2704, -4.7102, -14.1120)  0.006
C (4.3732, -5.1936, -8.6545)  0.001
O (4.5980, -3.6725, -6.3901)  0.000
C (6.0953, 1.0685, -9.8025)  0.007
H (3.9236, -0.0569, -6.7161)  0.000
O (4.0090, -0.3682, -17.7196)  0.019
H (4.0986, -4.7918, -10.7746)  0.001
H (-0.2824, -3.5930, -12.2764)  0.001
C (7.1614, -4.0183, -13.2769)  0.030
Cl (-0.0103, -3.2212, -15.3840)  0.075
H (-5.3173, -2.8633, -10.1331)  0.001
C (5.8274, -3.2260, -13.1962)  0.009
H (5.8148, -0.6513, -18.5360)  0.036
H (1.2117, -3.8581, -5.3067)  0.000
O (-0.0395, 4.0930, -13.8574)  0.000
O (2.9231, -0.5901, -12.2720)  0.002
C (0.1521, 2.7775, -15.7154)  0.003
H (5.5501, 2.8106, -10.8567)  0.001
Cl (-0.9858, -3.5211, -6.9010)  0.000
O (1.0040, 2.6948, -12.4258)  0.000
C (-2.5667, -0.8419, -14.0531)  0.005
C (4.1339, -5.6022, -10.0466)  0.002
Cl (-4.1589, -3.8787, -8.1548)  0.001
H (-0.8353, -0.5903, -15.2745)  0.002
O (2.2720, 1.1518, -17.7624)  0.013
H (4.6028, 6.4637, -13.7481)  0.000
H (-1.2878, -4.6484, -13.2234)  0.003
C (-1.9187, -0.5790, -15.3931)  0.006
H (1.7650, -2.3282, -8.7560)  0.000
H (5.3016, 0.0859, -20.4909)  0.022
H (3.6992, 1.5182, -13.5736)  0.001
O (0.4254, 2.0482, -14.5285)  0.001
H (2.9925, -1.3445, -14.3057)  0.005
O (5.8891, 1.3650, -8.4110)  0.002
O (5.1335, -3.1553, -14.4662)  0.019
Cl (3.7364, 5.6116, -11.1652)  0.001
Cl (3.4980, 5.0588, -15.3432)  0.025
H (5.3093, 4.8704, -13.8050)  0.003
H (1.6618, -4.2287, -13.9102)  0.003
C (1.3037, -2.1046, -9.7179)  0.001
H (4.6398, 1.3814, -11.3988)  0.001
Cl (0.2578, -5.8002, -11.8186)  0.007
O (4.2101, 2.3624, -7.1948)  0.000
H (-5.1014, -1.7647, -8.7223)  0.000
C (3.3143, 5.0881, -12.7981)  0.002
H (0.2360, -1.9120, -9.6130)  0.000
H (3.1904, -4.9715, -17.7968)  0.040
H (6.0462, -2.2029, -12.8907)  0.004
C (3.8213, -1.0712, -6.3303)  0.000
H (2.0623, 0.0064, -14.1330)  0.001
O (-3.2673, 2.3779, -14.5804)  0.000
H (5.0344, -6.1550, -10.3147)  0.001
O (3.6891, -1.9696, -7.4863)  0.000
C (-0.2595, -4.4864, -12.9004)  0.005
H (0.6887, -5.2355, -14.8487)  0.004
H (-2.3811, -1.2617, -16.1061)  0.004
C (4.4106, -0.3800, -20.0699)  0.121
O (4.0035, -4.0254, -16.1084)  0.044
C (0.4719, 2.9021, -13.5223)  0.001
H (-1.0342, -1.8381, -5.3290)  0.000
H (3.9780, 0.5851, -15.0528)  0.005
H (2.3473, 5.5569, -12.9807)  0.000
C (0.5657, -3.2465, -4.6769)  0.000
H (-0.6134, 2.1662, -16.1933)  0.001
H (4.8713, 0.1420, -13.5055)  0.006
C (3.9641, 0.5356, -13.9640)  0.015
H (2.8900, -1.1795, -5.7744)  0.000
H (3.9263, -5.7904, -7.8594)  0.000
Cl (1.6436, -2.1484, -3.7216)  0.000
H (-3.1882, -1.7371, -14.0730)  0.003
H (0.0159, 4.9026, -15.7458)  0.001
C (3.2180, 0.5370, -18.2884)  0.049
H (-1.8565, -1.2569, -13.3380)  0.001
H (5.4532, -5.2551, -8.5209)  0.001
H (1.3556, -3.0312, -10.2897)  0.000
H (0.4615, -1.8432, -6.1929)  0.000
O (3.7813, -3.8637, -8.4856)  0.001
C (2.9490, -0.4465, -13.6894)  0.005
O (1.9582, -1.1020, -10.3961)  0.000
O (-2.4889, 0.5897, -15.6800)  0.006
C (-0.2288, -2.4949, -5.6574)  0.000
O (3.9503, -5.0964, -14.0847)  0.007
C (0.6244, -4.3443, -14.2244)  0.009
H (5.1992, -3.7620, -12.4847)  0.001
H (3.5870, -5.9399, -16.5093)  0.007
C (-3.2960, -2.1396, -10.0501)  0.001
H (4.5627, -1.3331, -5.5755)  0.000
C (-0.4030, 4.0383, -15.2305)  0.002
O (3.3631, 0.4628, -19.6551)  0.017
C (3.1444, -4.9638, -16.7078)  0.068
C (4.3624, 5.4069, -13.8643)  0.004
C (4.8089, -0.9697, -18.8097)  0.137
C (4.7469, 2.0578, -8.2864)  0.000
H (-0.0955, -3.7848, -3.9979)  0.000

Results
E_tot   -6514.3748 Eh
Molecular weight   1060.40 g mol⁻¹
Multiplicity   2
Expectation value of S²   0.75
Charge   -1
HOMO (alpha / beta)   0.3 / -8.7 eV
E_LUMO (alpha / beta)   1.902 / 1.863 eV
Frontier orbital gap (alpha / beta)   1.620 / 10.547 eV

---

Density functional theory data (the ωB97M-V functional and the def2-TZVPD basis) for C11H5CdN2O5 as an isolated structure in a non-equilibrium geometry.

Each line ends with the Löwdin charge.
Cartesian coordinates (Å):
C (-3.1540, -0.7830, 0.1428)  -0.175
C (0.9823, 2.7572, -0.4339)  -0.093
N (-0.7971, -0.3265, 0.4296)  -0.059
H (-2.2278, -1.0292, 3.4831)  0.137
O (6.1283, 1.7051, -3.3783)  0.035
O (0.9273, 3.8994, -0.4648)  0.112
O (2.9675, -2.6813, -0.2015)  0.108
C (-0.9619, -0.5852, 1.7542)  -0.118
H (-1.6897, -0.2379, -1.4093)  0.117
C (-1.8853, -0.4393, -0.3695)  -0.063
C (5.0641, 1.3954, -3.0925)  0.007
C (-3.3113, -0.9877, 1.5170)  0.027
C (1.8807, 0.7285, 1.9192)  -0.115
H (-4.2955, -1.2268, 1.8927)  0.134
C (-4.3220, -0.9444, -0.7520)  -0.134
N (-5.3143, -1.1281, -1.3679)  0.186
C (1.7958, 0.4641, -2.7201)  -0.133
O (2.0874, 0.5140, -3.7923)  0.113
C (2.3757, -1.7017, -0.2592)  -0.092
H (-0.0432, -0.5494, 2.3323)  0.064
O (1.8738, 0.7548, 3.0634)  0.106
H (2.9420, 0.9182, -0.2594)  -0.126
C (-2.1926, -0.8822, 2.3836)  0.018
Cd (1.1699, 0.3662, -0.4173)  0.942

Results
E_tot   -1075.2349 Eh
Molecular weight   357.58 g mol⁻¹
Charge   +1
HOMO   -11.5 eV
E_LUMO   -4.121 eV
Frontier orbital gap   7.410 eV

---

Density functional theory data (the ωB97M-V functional and the def2-TZVPD basis) for C17H36GeN4O4RhS2Si3 as an isolated structure in a non-equilibrium geometry.

Each line ends with the Löwdin spin population.
Cartesian coordinates (Å):
H (5.3762, 1.9799, -0.9626)  0.000
H (-1.0816, 1.7196, 3.4044)  0.000
C (-2.1592, 1.5756, 3.3076)  0.000
H (-3.3290, -0.0918, -2.9096)  0.000
H (3.1686, -1.5117, -2.8298)  0.000
C (-1.2846, -1.2696, 4.0143)  0.000
H (2.0173, -2.3550, -3.8747)  0.001
C (-5.1173, -1.1936, -0.5963)  0.000
N (2.6546, -1.4189, 0.1897)  0.073
H (-5.5086, 1.8287, 0.1553)  0.000
S (1.2330, 3.6752, 1.1625)  0.000
C (2.4239, -2.6702, 0.6153)  0.023
H (-6.0488, -0.8516, -1.0578)  0.000
H (-2.4860, 2.1981, 2.4750)  0.000
N (3.0064, 1.1883, -0.1114)  0.084
H (2.1900, 5.4354, -0.4306)  0.000
C (-0.8048, -1.7359, -2.5254)  0.008
H (-0.3091, -1.2157, 3.5294)  0.000
H (-5.3634, -1.5964, 0.3895)  0.000
C (5.0043, -1.8264, 0.3083)  0.024
C (-4.5128, 1.5948, 0.5436)  0.000
H (-0.9374, -2.0446, -3.5668)  0.002
C (4.7636, -3.1139, 0.7305)  0.044
C (-4.2479, -0.7136, 3.5922)  0.001
H (-4.4944, 1.2151, -2.6545)  0.000
O (-1.5856, 1.4256, -0.0328)  0.003
H (6.0144, -1.4715, 0.1661)  0.001
C (3.4447, -3.5402, 0.9127)  0.048
C (0.8350, 0.5636, -3.5843)  0.010
H (5.7963, 0.3561, -1.5339)  0.008
H (-1.5949, -2.3173, 4.0408)  0.000
H (-1.6422, -1.0928, -2.2545)  0.000
H (1.6771, 1.2387, -3.4130)  0.001
H (3.2173, -4.5333, 1.2730)  0.002
H (-5.0176, -0.5179, 2.8430)  0.000
H (-3.8728, 2.4714, 0.4549)  0.000
H (-0.8588, -2.6280, -1.8940)  0.000
H (0.9121, 0.1636, -4.6003)  0.002
C (-3.5786, 0.7550, -2.2702)  0.000
H (5.5890, -3.7878, 0.9180)  0.002
O (0.4652, 2.2398, 1.1440)  0.010
H (-2.6509, 1.9273, 4.2179)  0.000
O (-0.3127, -0.8675, 1.0288)  0.049
H (1.3788, -2.9399, 0.6979)  0.000
Si (0.8297, -0.8319, -2.3278)  0.032
H (2.2632, -2.8942, -2.2072)  0.000
C (2.1970, -2.0135, -2.8504)  0.008
H (-4.5245, -0.1641, 4.4965)  0.000
H (-0.0710, 1.1703, -3.5180)  0.000
Si (-2.5088, -0.2452, 3.0298)  0.001
C (4.0863, 0.4402, -0.2542)  0.155
N (2.9261, 4.7471, -0.4218)  0.000
Si (-3.8795, 0.2126, -0.5133)  -0.001
H (-4.7087, -2.0041, -1.2026)  0.000
O (0.0010, 2.7935, -1.2684)  0.004
H (-4.6018, 1.3497, 1.6009)  0.000
H (6.1618, 0.8316, 0.1254)  0.007
C (3.9258, -0.9646, 0.0766)  0.078
N (3.2273, 2.5089, -0.4994)  0.013
H (-1.1828, -0.9236, 5.0466)  0.000
H (3.5052, 4.7531, -1.2477)  0.000
C (2.5494, 3.4825, -0.0214)  0.001
H (-4.2823, -1.7797, 3.8284)  0.000
Rh (1.2187, -0.0356, -0.2025)  0.275
H (-2.7717, 1.4832, -2.3427)  0.000
Ge (-1.9995, -0.7812, 0.7057)  -0.002
C (5.4330, 0.9350, -0.6820)  0.024
S (-0.1629, 1.6832, -0.3626)  0.009

Results
E_tot   -5041.7054 Eh
Molecular weight   684.41 g mol⁻¹
Multiplicity   2
Expectation value of S²   0.77
Relative energy (zero: lowest compared OMol25 entry of this formula, charge and spin)   401.9 kJ/mol
HOMO (alpha / beta)   -5.6 / -7.8 eV
E_LUMO (alpha / beta)   -0.644 / -0.633 eV
Frontier orbital gap (alpha / beta)   4.985 / 7.181 eV